1.
This record from OMol25 describes an isolated ion of composition C3H7ClO3P and charge -1 at a distorted geometry. The level of theory is the ωB97M-V functional and the def2-TZVPD basis.

Each line ends with the Mulliken charge.
Atoms and positions in Å:
C  0.949966  1.352106  0.285722  -1.176
C  0.424527  0.025640  -0.112338  0.635
C  1.373033  -1.213009  -0.050613  -1.204
O  -0.644360  -0.295671  0.763737  -0.519
P  -2.275690  -0.411939  -0.089134  0.903
O  -2.014343  -1.059356  -1.393501  -0.660
O  -3.141083  -0.990273  0.942900  -0.672
Cl  -2.679252  1.579413  -0.150717  -0.323
H  0.187727  2.148045  0.131202  0.250
H  1.279572  1.490607  1.398574  0.241
H  1.829325  1.711904  -0.349995  0.333
H  0.142758  0.004418  -1.148843  0.312
H  1.424332  -1.628440  -1.056633  0.255
H  0.819941  -1.909262  0.526292  0.294
H  2.323547  -0.804177  0.303346  0.332

Forces on atoms 1 to 2 (eV/Å):
1.82 2.71 0.84
-0.11 -1.83 0.63

Summary:
Highest occupied orbital energy ... -5.65 eV
Relative energy (zero: lowest compared OMol25 entry of this formula, charge and spin) ... 0.0 kJ/mol
Net charge ... -1
LUMO energy ... 3.6 eV
Structure (SMILES) ... CC(C)O[P@@](=O)([O-])Cl
Kohn-Sham gap ... 9.29 eV

***

2.
This record from OMol25 describes C6H7N as an isolated structure at a distorted geometry. The level of theory is the ωB97M-V functional and the def2-TZVPD basis.

Each line ends with the Mulliken charge.
Atoms and positions in Å:
C  1.192405  -0.252778  -0.662357  -0.457
C  0.045621  -1.170241  -0.313515  -0.594
C  -1.335901  -0.041570  -0.134794  -0.429
C  -0.612968  -0.720266  0.932512  -0.104
N  0.190696  0.424615  1.449306  -0.635
C  0.777742  0.906343  0.216096  -0.058
C  -0.625895  1.239844  0.003900  -0.410
H  1.191986  -0.029289  -1.736327  0.309
H  2.194422  -0.580458  -0.369333  0.348
H  0.008555  -2.197820  -0.676170  0.404
H  -2.387053  -0.125380  -0.415571  0.383
H  -1.094801  -1.406546  1.614463  0.444
H  1.454644  1.730251  0.409547  0.408
H  -0.999453  2.223293  -0.317760  0.391

Forces on atoms 1 to 2 (eV/Å):
0.00 -0.05 0.06
-0.96 0.41 -0.61

Summary:
Highest occupied orbital energy (alpha / beta) ... -7.88 / -7.88 eV
Relative energy (zero: lowest compared OMol25 entry of this formula, charge and spin) ... 453.5 kJ/mol
LUMO energy (alpha / beta) ... 0.8 / 0.8 eV
Kohn-Sham gap (alpha / beta) ... 8.72 / 8.71 eV

***

3.
This record from OMol25 describes a 2-piece molecular cluster, C9H17ClNO2 overall at a distorted geometry. The level of theory is the ωB97M-V functional and the def2-TZVPD basis.

Each line ends with the Mulliken charge.
Atoms and positions in Å:
C  0.690024  1.902289  2.110075  -1.021
C  1.301510  0.790226  2.446468  0.567
C  1.544606  -0.178096  1.426107  0.534
C  1.915934  0.511276  3.756861  -1.188
C  -1.135794  1.494908  -1.891340  -1.691
C  -1.534819  -0.935680  -2.733835  -1.175
C  0.595623  -2.057191  -1.072385  -1.257
C  -1.226515  -0.033521  -1.560606  0.791
C  0.667775  -0.540108  -0.844507  0.385
N  -1.973641  -0.239697  -0.231320  -0.218
O  2.451153  -0.916865  1.314669  -0.490
O  0.576637  -0.156629  0.436430  -0.138
Cl  2.027526  0.157348  -1.819937  -0.078
H  0.581644  2.645074  2.959690  0.260
H  0.360289  2.289605  1.189376  0.375
H  1.196730  0.393625  4.575490  0.320
H  2.602595  -0.429639  3.578301  0.331
H  2.497434  1.387971  4.095566  0.340
H  -1.969345  1.903574  -2.528656  0.390
H  -0.221164  1.691236  -2.323750  0.418
H  -1.276946  2.060569  -1.046989  0.465
H  -2.212443  -0.402798  -3.528339  0.333
H  -2.093767  -1.866597  -2.368141  0.342
H  -0.568247  -1.243950  -3.117325  0.293
H  1.239520  -2.553797  -0.296428  0.374
H  -0.453614  -2.615246  -1.054929  0.202
H  0.990068  -2.306528  -2.043885  0.449
H  -2.422454  0.644691  0.124261  0.411
H  -1.387584  -0.499373  0.545003  0.260
H  -2.762735  -0.896677  -0.095926  0.417

Forces on atoms 1 to 2 (eV/Å):
-0.31 2.36 2.94
-0.54 0.28 0.18

Summary:
Highest occupied orbital energy ... -13.09 eV
Net charge ... +1
LUMO energy ... -3.4 eV
Kohn-Sham gap ... 9.66 eV

***

4.
This record from OMol25 describes one molecule with the formula C4H7NOS at a distorted geometry. The level of theory is the ωB97M-V functional and the def2-TZVPD basis.

Each line ends with the Mulliken charge.
Atoms and positions in Å:
C  -2.304023  0.615453  -0.409157  -1.367
C  -1.005278  0.385250  0.314367  0.119
S  -0.491431  -1.389953  0.289676  -0.191
C  0.970952  -0.492623  -0.286397  0.416
O  2.117436  -0.814423  -0.386566  -0.525
C  0.346515  0.906939  -0.311922  -0.206
N  1.166522  1.810507  0.419802  -0.664
H  -2.283817  1.635655  -0.768712  0.364
H  -2.499451  -0.073071  -1.213823  0.353
H  -3.055577  0.553443  0.325809  0.399
H  -1.032243  0.820036  1.310159  0.395
H  0.165838  1.354853  -1.278606  0.360
H  1.355394  1.462965  1.360722  0.268
H  2.058616  1.837084  -0.057785  0.279

Forces on atoms 1 to 2 (eV/Å):
0.94 0.81 -0.06
0.95 0.24 -0.06

Summary:
Highest occupied orbital energy ... -9.30 eV
Relative energy (zero: lowest compared OMol25 entry of this formula, charge and spin) ... 68.9 kJ/mol
LUMO energy ... 0.8 eV
Structure (SMILES) ... C[C@H]1SC(=O)[C@@H]1N
Kohn-Sham gap ... 10.08 eV

***

5.
This record from OMol25 describes one molecule with the formula C5H7NO at a distorted geometry. The level of theory is the ωB97M-V functional and the def2-TZVPD basis.

Each line ends with the Mulliken charge.
Atoms and positions in Å:
C  1.250014  0.657254  -1.286635  -1.445
C  0.516422  -0.098737  -0.130451  0.758
C  1.028477  -1.436584  0.143922  0.002
N  1.446527  -2.381223  0.667165  -0.514
C  -1.008583  -0.011151  -0.219452  -0.852
C  -1.496770  -0.014058  1.214775  0.132
O  -0.730434  -0.153040  2.143108  -0.492
H  2.288813  0.334387  -1.405948  0.403
H  1.259089  1.740383  -1.127286  0.339
H  0.782921  0.503339  -2.277783  0.339
H  0.568859  0.123100  1.029479  0.258
H  -1.323009  0.918390  -0.718976  0.354
H  -1.534283  -0.827356  -0.731673  0.329
H  -2.566941  0.092166  1.423166  0.389

Forces on atoms 1 to 2 (eV/Å):
0.04 0.00 0.34
0.01 0.07 0.63

Summary:
Highest occupied orbital energy ... -10.31 eV
Relative energy (zero: lowest compared OMol25 entry of this formula, charge and spin) ... 166.2 kJ/mol
LUMO energy ... 0.7 eV
Structure (SMILES) ... C[C@H](C#N)CC=O
Kohn-Sham gap ... 11.00 eV

***

6.
This record from OMol25 describes a 2-piece molecular cluster, C4H9N overall at a distorted geometry. The level of theory is the ωB97M-V functional and the def2-TZVPD basis.

Each line ends with the Mulliken charge.
Atoms and positions in Å:
C  -0.284269  -0.635635  1.913551  -0.655
C  0.310231  0.541923  2.162973  -0.044
C  -0.522940  1.817231  2.018600  -0.956
H  0.048022  -1.451448  2.549454  0.248
H  -1.123627  -0.647148  1.229734  0.269
H  1.132334  0.567012  2.869973  0.273
H  -1.470897  1.714317  2.565644  0.262
H  -0.756677  1.984018  0.960725  0.281
H  0.056750  2.719839  2.207002  0.323
C  0.391341  -1.478858  -4.018667  -0.247
N  1.273705  -1.377588  -3.072676  -0.492
H  -0.651970  -1.759779  -3.861392  0.252
H  0.762162  -1.360912  -5.029872  0.242
H  0.835836  -0.632973  -2.495048  0.244

Forces on atoms 1 to 2 (eV/Å):
1.15 1.06 0.53
-1.89 -0.15 1.09

Summary:
Highest occupied orbital energy ... -9.06 eV
Relative energy (zero: lowest compared OMol25 entry of this formula, charge and spin) ... 340.8 kJ/mol
LUMO energy ... 0.6 eV
Structure (SMILES) ... C=CC.C=N
Kohn-Sham gap ... 9.65 eV

***

7.
This record from OMol25 describes C18H52CdN2O17 as an isolated structure at a distorted geometry. The level of theory is the ωB97M-V functional and the def2-TZVPD basis.

Each line ends with the Mulliken charge.
Atoms and positions in Å:
O  -21.696470  -8.487680  31.158110  -0.390
H  -22.537690  -8.910970  30.971680  0.463
H  -21.097340  -8.696970  30.437800  0.460
H  -21.870060  -7.543550  31.148120  0.467
O  -25.900450  -16.904670  28.598910  -0.386
H  -25.323520  -17.479170  29.107540  0.466
H  -26.344230  -16.257410  29.151830  0.462
H  -25.335930  -16.457480  27.964140  0.457
Cd  -27.012100  -4.661390  19.514110  0.125
C  -23.487670  -9.894250  23.587200  -0.183
C  -23.248560  -11.080820  24.175480  0.377
C  -23.783920  -12.314140  23.508290  0.405
O  -23.801880  -13.506550  24.074520  -0.588
C  -24.343610  -12.345320  22.237210  -0.242
C  -24.513080  -11.083740  21.506280  0.478
C  -24.262000  -9.711640  22.308010  0.287
O  -24.593950  -8.622720  21.844310  -0.480
O  -25.022200  -10.985340  20.353190  -0.509
O  -22.712210  -11.070540  25.358860  -0.620
H  -22.983440  -9.073000  24.074750  0.437
H  -24.595320  -13.201680  21.629190  0.506
O  -23.395160  -19.764970  23.771570  -0.623
H  -23.499330  -18.813560  23.757710  0.303
H  -22.645480  -19.915950  24.347260  0.321
O  -29.931850  -14.632420  17.776200  -0.633
H  -29.028660  -14.688000  17.464120  0.318
H  -29.865880  -14.749080  18.723970  0.312
O  -25.065170  -3.686960  25.720460  -0.640
H  -24.617540  -4.408170  25.278060  0.308
H  -25.279000  -3.071190  25.019500  0.331
O  -22.464150  -7.782140  15.726540  -0.624
H  -21.763470  -7.753070  16.378030  0.314
H  -23.131660  -8.346230  16.117020  0.310
O  -25.532040  -14.229150  15.916170  -0.622
H  -25.547650  -13.457150  16.481860  0.309
H  -24.602970  -14.440090  15.823590  0.315
O  -29.287760  -14.478930  22.863680  -0.612
H  -28.383060  -14.187650  22.977340  0.296
H  -29.742960  -14.157390  23.641910  0.317
O  -28.416320  -7.531290  17.823080  -0.616
H  -29.157820  -8.061380  17.530850  0.315
H  -27.777920  -8.168050  18.144360  0.307
C  -15.258850  -11.794160  20.453170  -0.799
O  -16.143590  -10.971160  19.747680  -0.304
C  -16.360750  -9.698290  20.325080  -0.506
C  -17.561460  -9.122390  19.465440  -0.848
N  -17.236670  -9.025880  18.038470  -0.333
C  -16.262840  -7.999460  17.638210  -0.562
C  -16.167500  -7.817270  16.042050  -0.573
O  -15.567450  -8.922480  15.339510  -0.390
C  -14.190120  -9.090370  15.523760  -0.596
H  -15.056140  -12.786000  20.049110  0.266
H  -15.646280  -11.998770  21.451230  0.296
H  -14.278730  -11.321030  20.513410  0.317
H  -15.538550  -8.987630  20.409010  0.378
H  -16.761500  -9.731390  21.338200  0.423
H  -17.922770  -8.179510  19.875980  0.442
H  -18.424610  -9.787550  19.490540  0.335
H  -16.856030  -9.927430  17.788630  0.302
H  -15.360400  -8.292310  18.174800  0.287
H  -16.624560  -7.106730  18.148400  0.363
H  -15.467960  -6.983630  15.980700  0.373
H  -17.070620  -7.416680  15.581610  0.378
H  -14.054290  -9.407050  16.557860  0.227
H  -13.691930  -8.192380  15.158360  0.290
H  -13.911340  -9.945580  14.908130  0.235
C  -12.879320  -6.513340  28.999050  -0.695
O  -14.181390  -6.233840  28.450950  -0.400
C  -14.865940  -7.321540  27.817710  -0.594
C  -15.939850  -8.103610  28.592290  -0.662
N  -15.477560  -8.804320  29.775990  -0.378
C  -15.253150  -10.205220  29.484140  -0.308
C  -14.555130  -10.828720  30.707970  -0.718
O  -13.172290  -10.541340  30.699450  -0.360
C  -12.829870  -9.510170  31.576980  -0.696
H  -12.619160  -6.035780  29.943690  0.247
H  -12.305280  -5.984130  28.238450  0.294
H  -12.637180  -7.574240  28.936070  0.340
H  -14.172960  -7.969490  27.281020  0.366
H  -15.433430  -6.882310  26.997260  0.399
H  -16.529430  -8.728170  27.921170  0.404
H  -16.692760  -7.391140  28.929380  0.314
H  -14.543380  -8.485110  29.989350  0.036
H  -14.486120  -10.220620  28.709840  0.330
H  -16.223470  -10.695200  29.403530  0.376
H  -14.610480  -11.883600  30.439170  0.359
H  -14.930950  -10.856820  31.730740  0.366
H  -11.922250  -9.125840  31.111570  0.293
H  -12.772770  -9.751310  32.638430  0.315
H  -13.519850  -8.680220  31.424610  0.371

Forces on atoms 1 to 2 (eV/Å):
-0.04 -0.15 0.41
-0.98 -0.77 0.04

Summary:
Highest occupied orbital energy ... -10.54 eV
Relative energy (zero: lowest compared OMol25 entry of this formula, charge and spin) ... 71.9 kJ/mol
Net charge ... +2
LUMO energy ... -8.7 eV
Kohn-Sham gap ... 1.81 eV

***

8.
This record from OMol25 describes C8H15AsBrI2OYb as an isolated structure at a distorted geometry. The level of theory is the ωB97M-V functional and the def2-TZVPD basis.

Each line ends with the Mulliken charge.
Atoms and positions in Å:
C  3.825811  1.223838  -0.482544  -1.135
C  2.357737  0.689244  -0.868278  0.372
I  1.596757  1.380740  -2.791188  0.096
C  1.590925  -0.163760  -0.050796  -0.651
I  2.538397  -0.795190  1.831329  0.091
As  -0.274072  -0.873474  -0.365464  0.224
C  0.321135  -2.827436  -0.148043  -0.605
C  -0.052564  -3.367899  1.314836  -0.034
O  -1.198827  -3.315279  1.790153  -0.471
C  -1.112942  0.990095  -0.406143  -0.462
C  -2.533821  1.069173  0.318604  -0.319
C  -2.559518  2.462954  1.137319  -0.757
Br  -1.520607  2.258545  2.812039  -0.133
H  3.820824  1.561922  0.604667  0.373
H  4.096503  2.159946  -1.087228  0.353
H  4.613529  0.413054  -0.653383  0.304
H  -0.120599  -0.940709  -1.917700  -0.095
H  -1.735016  -1.439027  -0.550995  0.189
H  -0.501592  -0.856542  1.178032  0.127
H  1.423102  -2.963083  -0.372011  0.323
H  -0.361896  -3.420257  -0.854434  0.373
H  0.769295  -3.834200  1.964041  0.310
H  -1.307212  1.226769  -1.533470  -0.356
H  -0.367988  1.720836  0.043817  0.476
H  -3.373643  1.156170  -0.457121  0.286
H  -2.772214  0.177386  0.974135  0.352
H  -2.040682  3.257036  0.499218  0.344
H  -3.626257  2.810429  1.280566  0.422
Yb  -1.494566  0.238719  -3.209956  1.002

Forces on atoms 1 to 2 (eV/Å):
-0.57 0.63 -0.74
-0.11 -2.02 3.42

Summary:
Highest occupied orbital energy ... -11.05 eV
Net charge ... +1
LUMO energy ... -5.8 eV
Kohn-Sham gap ... 5.27 eV